1.
Density functional theory data (ωB97M-V with the def2-TZVPD basis set) for 9 unconnected molecules or ions with the total composition H18O9 at a distorted geometry.

HOMO-LUMO gap   11.343 eV
HOMO energy   -10.9 eV
Relative energy (zero: lowest compared OMol25 entry of this formula, charge and spin)   50.1 kcal per mole
Lowest unoccupied orbital energy   0.0147 hartree
SMILES   O.O.O.O.O.O.O.O.O

```
! wB97M-V def2-TZVPD RIJCOSX def2/J DEFGRID3
* xyz 0 1
H -1.8334 1.3927 -0.6974
H -0.7155 2.2119 0.1327
H 2.5262 0.9298 0.4098
H 3.6236 0.2652 1.2596
H 0.4876 -0.5687 1.4989
H 1.8384 -0.6524 1.1842
H 1.1452 2.0691 -0.8184
H 1.4674 3.6836 -0.6560
H 1.0833 -0.4385 -1.7002
H -0.1080 0.4735 -1.4379
H 1.6177 -3.0756 -1.5834
H 1.1954 -2.6247 0.0392
H -2.2948 -1.1139 0.7876
H -1.1429 -2.1152 0.2519
H -1.7482 0.8085 1.5010
H -2.2811 0.3835 3.0161
H -2.1549 -0.1555 -2.7124
H -2.1300 -0.6447 -1.2389
O -1.6750 1.9061 0.1250
O 3.1113 0.1483 0.4644
O 1.1400 -1.1856 1.6458
O 1.0567 2.8487 -0.3341
O 0.8254 0.3913 -1.2505
O 0.9749 -2.7035 -1.0135
O -2.0866 -1.7291 0.0188
O -1.7112 0.1508 2.2422
O -1.7075 0.0692 -1.8028
*
```


2.
Density functional theory data (ωB97M-V with the def2-TZVPD basis set) for a molecular structure, H19O10 at a distorted geometry.

HOMO-LUMO gap   9.190 eV
HOMO energy   -6.4 eV
Relative energy (zero: lowest compared OMol25 entry of this formula, charge and spin)   59.1 kcal per mole
Lowest unoccupied orbital energy   0.1013 hartree

```
! wB97M-V def2-TZVPD RIJCOSX def2/J DEFGRID3
* xyz -1 1
O 42.9330 1.5210 18.8660
H 43.1020 0.6490 19.2260
O 40.7030 -0.0880 19.2170
H 40.8570 -0.2610 18.2530
H 41.3760 0.5230 19.4300
O 45.6240 -1.1770 18.9210
H 44.7680 -1.6590 18.7310
H 45.2690 -0.4240 18.3810
O 43.0800 -2.3000 19.2910
H 42.3110 -2.5330 19.9330
H 42.7910 -2.7600 18.4360
O 42.0550 2.8480 20.8780
H 42.6420 2.4100 20.1870
H 41.5280 3.5820 20.5810
O 42.6030 4.3130 18.2360
H 42.7590 3.3570 18.3240
H 43.0260 4.5770 17.3490
O 42.2950 -0.0470 22.2680
H 41.8610 -0.1580 21.4850
H 42.3330 0.8770 22.2680
O 45.4870 2.0490 20.0560
H 45.9790 1.4280 19.5110
H 44.6360 1.8060 19.9560
O 41.1270 1.8510 16.7880
H 41.9460 1.6800 17.3370
H 40.8080 0.9600 16.5850
O 44.8150 0.3340 17.4710
H 45.3330 1.0660 17.3130
H 44.0000 0.8280 17.9310
*
```


3.
Density functional theory data (ωB97M-V with the def2-TZVPD basis set) for 10 unconnected molecules or ions with the total composition H19O10 at a distorted geometry.

HOMO-LUMO gap   9.517 eV
HOMO energy   -6.6 eV
Relative energy (zero: lowest compared OMol25 entry of this formula, charge and spin)   17.4 kcal per mole
Lowest unoccupied orbital energy   0.1075 hartree

```
! wB97M-V def2-TZVPD RIJCOSX def2/J DEFGRID3
* xyz -1 1
O 0.7457 1.5015 3.5538
H 0.2328 1.9277 2.8439
H -1.3970 -1.1523 1.8893
O 1.4989 -0.2435 -3.1827
H 1.7978 -0.7279 -2.4058
H -1.5835 1.8446 -1.1780
O 1.6773 -0.9807 2.5558
H 1.4590 0.6782 -2.9199
H 2.2206 -0.2301 2.2866
O -2.2370 -1.1302 -0.6658
H 0.4174 -0.9886 -1.1163
H 0.7580 0.5932 3.1793
O 0.9789 -1.4651 -0.4889
H 0.5874 -2.6511 -3.0271
H -1.6337 -1.0854 0.1233
O 1.5519 2.6155 0.3036
H 1.2100 1.7773 -0.0094
H 1.8392 2.4713 1.2109
O -0.9443 1.7811 1.0164
H -1.7274 2.3248 1.1187
H -0.9915 0.8096 1.4154
O -0.2797 -2.4254 -2.6829
H -0.9159 -2.8664 -3.2561
H 0.5428 -1.1794 0.3538
O -0.7039 -0.6047 1.5126
H 0.8967 -0.8185 1.9456
O -2.2007 1.4033 -1.7853
H -1.6837 -1.6940 -1.2284
H -2.1159 0.5154 -1.3628
*
```


4.
Density functional theory data (ωB97M-V with the def2-TZVPD basis set) for 9 unconnected molecules or ions with the total composition H19O9 at a distorted geometry.

HOMO-LUMO gap   11.479 eV
HOMO energy   -14.4 eV
Relative energy (zero: lowest compared OMol25 entry of this formula, charge and spin)   77.8 kcal per mole
Lowest unoccupied orbital energy   -0.1073 hartree

```
! wB97M-V def2-TZVPD RIJCOSX def2/J DEFGRID3
* xyz 1 1
O 0.2589 -0.4468 -3.5553
H 1.3693 0.7315 -0.1889
H -0.2428 -0.4042 -1.2100
O -3.1440 1.4258 0.2247
H -3.6180 0.6669 2.7447
O 2.8879 -0.9950 -2.4476
H 1.5647 0.2346 3.1573
H 2.9837 -1.2180 -1.5030
O -0.7167 -0.8638 1.6035
H 2.2267 -1.5641 -2.8409
H -3.6658 0.6434 0.0769
O -3.3990 -0.1579 2.3045
H 1.5986 -0.0009 -1.6095
H -3.7644 -0.9790 2.6530
O 0.9789 0.1669 -0.8592
H -1.3489 -0.3575 0.1142
H -1.6075 -0.6901 1.9911
O 3.3543 0.4182 0.1900
H 1.0225 -0.9692 -3.7985
H 4.2324 0.1533 0.5436
O 1.5092 1.2020 3.2660
H -0.5466 0.0941 1.8442
H 3.7078 1.1450 -0.3451
O -1.3230 -0.4593 -0.9527
H 0.6477 1.3092 3.6927
H -3.3725 2.3221 0.4919
H -0.0048 -0.0478 -4.3940
H -1.5891 -1.3597 -1.1938
*
```


5.
Density functional theory data (ωB97M-V with the def2-TZVPD basis set) for 9 unconnected molecules or ions with the total composition H19O9 at a distorted geometry.

HOMO-LUMO gap   10.419 eV
HOMO energy   -13.8 eV
Relative energy (zero: lowest compared OMol25 entry of this formula, charge and spin)   114.3 kcal per mole
Lowest unoccupied orbital energy   -0.1251 hartree

```
! wB97M-V def2-TZVPD RIJCOSX def2/J DEFGRID3
* xyz 1 1
O -15.4063 45.2731 -0.7284
H -14.9524 45.4824 -1.5325
H -15.0654 46.0689 -0.1748
H -15.1949 44.5289 -0.4384
O -14.4603 42.7559 -0.2041
H -13.9629 41.9684 0.1543
H -14.8871 42.3879 -1.0112
O -14.2141 47.4288 -2.7390
H -13.8221 48.1057 -2.1661
H -13.3106 47.0632 -3.1862
O -18.1562 46.7113 -0.4090
H -17.9887 45.6999 -0.5915
H -18.4571 46.8399 -1.3217
O -15.9420 44.2762 2.1138
H -16.1702 43.3504 1.9545
H -15.1515 44.1940 2.5651
O -14.6379 44.7134 -3.5678
H -15.7264 44.5505 -3.6499
H -14.2714 45.4989 -4.0129
O -12.2547 45.6050 -0.7808
H -11.8653 44.5962 -0.7716
H -11.9193 46.0449 -1.6283
O -14.6930 47.4527 0.8995
H -13.9043 47.8046 1.3952
H -15.3261 48.2338 0.6995
O -17.6862 43.7976 -1.1277
H -18.4153 43.4732 -1.4968
H -17.0730 43.0928 -1.4402
*
```


6.
Density functional theory data (ωB97M-V with the def2-TZVPD basis set) for 2 unconnected molecules or ions with the total composition H2 at a distorted geometry.

HOMO-LUMO gap   7.970 eV
HOMO energy   -10.3 eV
Relative energy (zero: lowest compared OMol25 entry of this formula, charge and spin)   119.2 kcal per mole
Lowest unoccupied orbital energy   -0.0869 hartree

```
! wB97M-V def2-TZVPD RIJCOSX def2/J DEFGRID3
* xyz 0 1
H 0.0000 0.0000 1.0254
H 0.0000 0.0000 -1.0254
*
```


7.
Density functional theory data (ωB97M-V with the def2-TZVPD basis set) for a molecular structure, H20HeO10.

HOMO-LUMO gap   9.483 eV
HOMO energy   -9.6 eV
Relative energy (zero: lowest compared OMol25 entry of this formula, charge and spin)   28.4 kcal per mole
Lowest unoccupied orbital energy   -0.0045 hartree

```
! wB97M-V def2-TZVPD RIJCOSX def2/J DEFGRID3
* xyz 0 1
He -18.4794 1.0947 -11.7263
O -16.5682 0.3551 -8.7927
H -16.3376 -0.1405 -8.0069
H -16.7250 1.2453 -8.4776
O -18.9511 -0.6497 -9.9509
H -18.1609 -0.2736 -9.5631
H -19.2152 -1.3368 -9.3390
O -20.0723 3.1681 -13.8794
H -19.4696 3.7485 -13.4145
H -20.8772 3.6786 -13.9674
O -18.5381 4.8154 -12.3882
H -18.1113 5.0261 -11.5577
H -18.1029 5.3757 -13.0307
O -17.1104 -1.7228 -11.8682
H -17.2547 -1.1721 -12.6377
H -17.7462 -1.4084 -11.2254
O -20.5204 3.2506 -10.3902
H -21.2787 2.6881 -10.2326
H -20.1151 2.8914 -11.1795
O -16.2742 2.6671 -13.4111
H -16.9280 3.1546 -12.9098
H -15.4850 2.6982 -12.8704
O -19.6497 -2.1274 -13.5153
H -20.1698 -2.1597 -12.7123
H -19.6680 -3.0242 -13.8493
O -17.0850 0.0643 -14.3229
H -17.2156 0.8506 -13.7928
H -17.9665 -0.1911 -14.5946
O -21.3569 -1.7423 -11.0440
H -22.0096 -1.0581 -10.8952
H -20.6078 -1.4798 -10.5090
*
```


8.
Density functional theory data (ωB97M-V with the def2-TZVPD basis set) for 11 unconnected molecules or ions with the total composition H20NO13 at a distorted geometry.

HOMO-LUMO gap   9.479 eV
HOMO energy   -6.8 eV
Relative energy (zero: lowest compared OMol25 entry of this formula, charge and spin)   34.6 kcal per mole
Lowest unoccupied orbital energy   0.0983 hartree

```
! wB97M-V def2-TZVPD RIJCOSX def2/J DEFGRID3
* xyz -1 1
N 0.0131 -1.3536 0.5098
O 0.7271 -1.0696 1.4998
O -1.0649 -0.8136 0.4408
O 0.5711 -1.8016 -0.5012
O -1.1489 0.2864 3.3238
H -2.0329 0.2814 3.6388
H -0.9789 -0.4346 2.7218
O 2.4601 0.5664 2.7738
H 2.9871 0.6174 2.0078
H 1.8911 -0.1906 2.7048
O 2.9801 -0.5206 -0.7822
H 3.3991 0.1204 -0.2272
H 2.3811 -1.0406 -0.2392
O -1.6689 1.0884 -1.4112
H -1.6669 0.1494 -1.2482
H -1.5509 1.4404 -0.5232
O -1.5969 -1.4696 -2.7382
H -1.2989 -0.9116 -3.4552
H -0.7739 -1.7826 -2.4082
O -3.7189 0.1364 1.0768
H -3.7869 0.2044 2.0178
H -2.8279 -0.0306 0.7528
O 1.3811 1.9594 0.1418
H 1.1191 2.6454 -0.4442
H 0.5971 1.6894 0.6138
O -1.2939 1.9654 1.0488
H -1.1519 1.3974 1.8388
H -1.2099 2.8394 1.4198
O 1.1801 -2.7486 -3.0022
H 1.2591 -2.8196 -2.0722
H 1.9411 -2.1866 -3.1872
O 1.0251 0.5874 -2.4612
H 1.5521 0.1574 -1.7772
H 0.3071 1.0424 -2.0522
*
```